# C25H44Cl4MgN3O6Si

A molecular structure, C25H44Cl4MgN3O6Si (wB97M-V/def2-TZVPD, the OMol25 dataset).

The geometry in XYZ format:
```
84
Properties=species:S:1:pos:R:3:forces:R:3
C -1.52613 3.85850 -0.61773 0.33 0.12 0.41
C -0.29687 3.73889 -1.47162 0.23 0.78 -0.30
H -1.14098 3.97723 0.37867 -0.03 0.29 0.71
H -2.09557 2.92604 -0.55008 -0.19 0.24 -0.52
H -2.11165 4.76275 -0.84704 -0.07 -0.58 -0.13
C 0.29657 4.86225 -1.94933 -0.02 -1.10 -0.36
C 0.02527 6.24756 -1.45723 -0.52 0.41 0.08
H 1.02843 4.82950 -2.77112 -0.18 -0.30 0.74
H -0.00625 6.29748 -0.35359 0.08 -0.11 -0.42
H -0.94909 6.61221 -1.82415 0.18 0.11 0.10
H 0.80354 6.94213 -1.82018 -0.35 -0.27 0.18
Mg -1.13873 -0.63026 -0.43384 -0.97 0.95 1.09
Cl -1.50605 -0.27202 -2.63765 -0.57 -0.38 -0.80
C -0.25516 -3.02444 -1.41695 -0.90 1.79 0.34
O 0.00323 -2.17415 -0.49846 0.70 -2.81 -1.53
N 0.54313 -3.96423 -1.90127 0.71 -0.27 0.56
C 1.82981 -4.27221 -1.29532 0.32 0.16 -0.13
C 0.28277 -4.53935 -3.22154 -0.26 0.40 0.25
H -1.25999 -3.00546 -1.88918 0.67 0.10 0.13
H 1.74648 -4.42272 -0.21406 -0.05 0.35 -0.21
H 2.58360 -3.51811 -1.54256 -0.13 0.10 0.30
H 2.18444 -5.19810 -1.73218 0.00 -0.26 0.01
H -0.78435 -4.69429 -3.35962 -0.05 0.00 0.02
H 0.81582 -5.47649 -3.31308 -0.06 -0.25 0.07
H 0.64401 -3.87156 -4.00226 0.01 0.07 -0.08
H -1.08260 -5.62452 3.04123 0.27 0.14 -0.03
H -3.49576 -5.11351 3.77726 -0.18 0.13 0.05
C -0.78078 -4.65271 3.45923 -0.29 -0.10 0.01
C -3.08929 -4.19546 4.21754 0.27 -0.10 -0.36
N -1.93638 -3.77262 3.43900 0.21 -0.04 0.43
H 0.02636 -4.19992 2.87123 -0.29 -0.15 0.18
C -1.89702 -2.59420 2.77340 0.76 0.75 -0.85
O -0.93262 -2.17508 2.12979 -1.07 -0.75 1.05
H -3.85422 -3.41198 4.21566 0.18 -0.20 0.02
H -2.85238 -2.03898 2.84259 0.26 -0.03 -0.06
H -0.45768 -4.82946 4.49771 0.03 0.13 -0.26
H -2.79403 -4.44108 5.24559 -0.03 0.23 -0.07
H -1.98247 1.80445 4.71128 -0.27 0.41 0.26
H 1.13175 2.25594 2.32887 0.41 -0.86 2.30
C -1.01982 1.29378 4.69411 -0.71 -0.05 -0.48
C 0.90318 2.02423 3.41802 0.29 -0.25 -0.87
N -0.41889 1.42874 3.38133 0.39 -1.12 0.93
H -1.27742 0.24740 4.90308 0.37 0.02 0.26
C -1.29407 1.54366 2.29429 -0.29 -0.67 -0.84
O -1.49282 0.65779 1.45728 0.48 1.63 0.95
H 1.67476 1.38020 3.90301 -0.72 0.25 -0.12
H -1.86844 2.50085 2.26020 -0.10 -0.52 -0.14
H -0.35455 1.73174 5.45485 -0.34 -0.31 -0.28
H 0.81890 3.01869 3.89149 0.42 -0.31 0.02
O 0.12251 1.35013 -0.70964 2.04 0.32 1.67
C 0.10956 2.30595 -1.80638 -0.52 0.24 -0.86
C 2.50619 3.00716 -2.41649 0.48 -0.14 -0.22
C 1.34639 2.28203 -2.69960 -0.34 0.01 -0.16
H 2.55495 3.64148 -1.52775 -0.01 -0.43 -0.23
C 3.60407 2.95171 -3.29725 -0.76 -0.01 0.38
H -0.74761 1.92297 -2.37445 0.44 0.11 -0.21
C 1.24422 1.59448 -3.91452 0.13 0.29 0.08
H 4.52819 3.46198 -3.03647 -0.14 -0.01 -0.11
C 3.47996 2.26588 -4.49864 0.10 -0.02 -0.02
C 2.29694 1.60938 -4.82261 -0.30 -0.13 0.15
H 0.30449 1.08798 -4.12962 0.28 -0.02 -0.02
H 4.30317 2.25730 -5.20025 0.09 -0.02 -0.04
H 2.17526 1.09875 -5.77634 0.16 0.10 0.14
Si 1.72280 0.92131 0.05926 -0.63 -1.28 -2.16
Cl 1.02232 3.63568 1.22468 -1.59 2.93 -0.90
C 3.13448 2.03544 0.45578 1.18 0.66 -0.01
C 2.23576 -0.26322 -1.37711 0.40 -0.22 -0.37
C 1.56579 -0.33718 1.45715 -0.59 0.38 0.09
H 3.87255 2.14344 -0.33264 0.08 -0.33 -0.33
H 3.66179 1.62317 1.31665 -0.02 -0.22 0.16
H 2.80441 3.04131 0.74608 0.74 -0.69 -0.29
H 2.46717 -0.23627 2.08180 -0.30 0.01 -0.18
H 1.50750 -1.35675 1.05333 -0.05 0.40 0.18
H 0.67944 -0.13421 2.06281 0.32 -0.44 0.20
H 3.05700 0.09580 -2.01637 -0.18 0.12 0.16
H 1.38722 -0.47657 -2.05326 0.31 0.14 0.34
H 2.56184 -1.23713 -0.98197 -0.03 0.23 0.08
Cl -5.17884 -3.35241 1.55266 -0.34 0.16 -0.27
C -5.01720 -2.91713 -0.17080 1.64 0.23 -0.76
Cl -5.96653 -1.52932 -0.71502 -0.37 0.02 0.39
C -3.48453 -2.57822 -0.51122 0.01 -0.91 -0.69
O -3.03991 -3.34636 -1.40183 -0.73 0.90 1.15
O -2.91733 -1.63217 0.10197 -0.46 -0.41 -0.53
H -5.29399 -3.76545 -0.80863 0.01 0.25 0.58
```
Forces are in eV/Å.

Properties
Net charge: -1
HOMO in eV: -4.80
Kohn-Sham gap in eV: 7.083